(1)
C14H44NO9 | wB97M-V/def2-TZVPD

```
68
Properties=species:S:1:pos:R:3
O 4.311 -0.227 -3.239
O -2.377 -0.668 3.958
O -2.147 -2.950 -1.686
O 0.186 -2.777 4.162
O 0.914 1.391 -6.237
O -2.663 1.832 0.974
O 4.320 2.981 3.122
O -0.222 0.415 -2.778
O 2.967 0.303 3.023
N 0.048 1.135 0.591
C -1.348 0.730 -3.613
C -2.300 0.757 0.143
C -0.964 0.989 -0.530
C -0.533 -0.107 -1.518
C -3.487 -1.567 3.850
C 1.273 0.046 -5.942
C -1.732 2.082 2.002
C -1.474 2.238 -3.841
C -0.158 -4.010 3.548
C 3.299 3.684 2.457
C 3.229 0.081 -2.386
C 2.979 -1.123 2.867
C -0.316 2.282 1.490
C -3.204 -3.536 -0.926
H 1.968 -1.531 2.814
H -3.796 -4.228 -1.527
H -1.118 -4.392 3.904
H -2.538 -0.095 4.715
H 4.960 -0.749 -2.758
H -1.759 1.273 2.742
H 0.049 0.269 1.136
H -1.194 0.220 -4.561
H -0.958 1.955 -1.031
H 3.453 -1.528 3.755
H 0.615 -4.725 3.819
H 0.380 -0.592 -1.158
H 0.980 1.266 0.192
H -3.069 0.650 -0.617
H 3.556 -1.420 1.989
H 1.478 -0.091 -4.878
H 3.695 4.663 2.198
H -4.418 -1.031 3.655
H -3.601 -2.171 4.751
H -2.033 3.010 2.480
H 0.418 -0.572 -6.213
H 2.415 3.830 3.090
H -3.281 -2.226 3.011
H -2.255 0.314 -3.169
H 2.136 -0.286 -6.524
H -1.304 -0.881 -1.577
H 2.715 -0.822 -2.033
H -2.268 -0.184 0.715
H -0.201 3.193 0.909
H -3.851 -2.723 -0.602
H 1.668 1.955 -6.046
H 3.546 0.677 -1.521
H -1.397 2.479 -4.897
H -2.409 2.640 -3.454
H -2.826 -4.060 -0.045
H 2.522 0.666 -2.971
H 2.532 0.687 2.258
H 0.383 2.304 2.324
H -1.580 -3.659 -2.006
H 3.976 2.121 3.383
H -0.189 -3.932 2.456
H -0.499 -2.130 3.957
H 2.987 3.191 1.522
H -0.651 2.750 -3.344
```

Its charge is +1. The calculation puts the molar mass at 370.5 g mol⁻¹. The value obtained for the LUMO energy is -3.06 eV. The spin multiplicity is 1. The orbital gap is 0.34205 Ha. As for the total energy: -1291.32798 a.u. The calculation puts the highest occupied orbital energy at -12.36 eV.

(2)
C13H11AsN3OPdS6Te | wB97M-V/def2-TZVPD

```
37
Properties=species:S:1:pos:R:3
Te -2.183 -2.075 -2.396
Pd -0.571 -1.071 -0.584
As 2.767 -1.997 1.256
S 4.477 -2.345 0.069
S 2.945 -3.050 3.074
S -5.362 -2.682 -1.468
S 0.926 -2.864 0.021
S 1.356 -2.150 -1.792
S 0.329 1.528 0.069
O -0.251 1.218 -1.276
N -3.407 4.055 -0.093
N -3.472 1.656 0.449
N -1.869 -0.117 0.912
C 4.029 0.896 -1.470
C -3.699 -2.552 -1.015
C 4.296 1.343 0.883
C -5.842 -3.049 0.138
C 4.846 1.078 -0.364
C -3.395 2.920 0.154
C -4.778 -3.080 0.981
C -2.607 0.765 0.642
C 2.920 1.443 1.018
C 2.649 0.992 -1.344
C -3.551 -2.816 0.317
C 0.463 3.351 0.034
C 2.113 1.296 -0.107
H 5.920 1.002 -0.467
H 4.466 0.670 -2.434
H 0.665 3.615 -1.002
H 1.263 3.676 0.696
H -4.859 -3.270 2.042
H -2.593 -2.824 0.808
H -0.499 3.758 0.342
H 4.935 1.448 1.750
H 1.985 0.840 -2.185
H -6.883 -3.233 0.355
H 2.471 1.628 1.988
```

Its charge is -1. The calculation puts the molar mass at 726.6 g mol⁻¹. The value obtained for the LUMO energy (spin up / spin down) is -0.63 / -0.73 eV. The spin multiplicity is 1. The orbital gap (spin up / spin down) is 0.14389 / 0.13929 Ha. As for the total energy: -5762.28617 a.u. The calculation puts the highest occupied orbital energy (spin up / spin down) at -4.54 / -4.52 eV.

(3)
C2H7N3 | wB97M-V/def2-TZVPD

```
12
Properties=species:S:1:pos:R:3
N 1.064 -0.237 0.397
N -2.569 -0.287 0.396
N -2.384 -0.017 -0.748
C 1.734 -1.079 -0.239
C 0.908 1.093 -0.091
H 1.569 1.340 -0.928
H -0.129 1.203 -0.412
H 1.794 -2.085 0.148
H -2.991 -1.196 0.721
H -2.333 0.352 1.205
H 1.081 1.787 0.734
H 2.257 -0.874 -1.182
```

The calculation puts the molar mass at 73.1 g mol⁻¹. The value obtained for the LUMO energy is 1.04 eV. The spin multiplicity is 1. The orbital gap is 0.33814 Ha. As for the total energy: -244.54001 a.u. The calculation puts the highest occupied orbital energy at -8.16 eV.

(4)
C5H31NO12 | wB97M-V/def2-TZVPD

```
49
Properties=species:S:1:pos:R:3
O 0.410 2.337 0.201
O 1.768 -1.227 0.105
O -0.845 2.831 -2.484
O 2.519 1.340 1.436
O -2.797 -0.407 -2.457
O -3.388 2.416 0.461
O 3.615 1.021 -0.973
O 2.308 2.859 -2.770
O 1.232 -2.534 2.504
O 0.817 0.175 3.643
O 0.115 0.391 -2.791
O -1.605 -1.463 3.417
N -1.426 -0.373 0.190
C -0.334 -2.125 -0.886
C -2.473 0.297 0.978
C -1.298 -1.833 0.282
C -2.966 1.369 0.027
C 1.155 -2.330 -0.497
H 0.483 3.262 0.383
H -2.368 -2.211 0.288
H 4.522 1.124 -1.254
H -0.885 -2.153 1.238
H -0.921 2.406 -1.636
H -0.397 2.047 -2.961
H 1.695 -2.525 -1.441
H 2.471 -0.761 -0.375
H -3.246 -0.321 1.439
H 2.231 0.475 1.781
H -2.091 0.738 1.927
H 2.824 1.101 0.564
H 1.621 3.415 -2.430
H 0.581 -3.170 2.191
H -2.971 1.207 -1.024
H -2.980 -0.799 -1.615
H 0.865 -0.741 3.945
H -0.529 0.057 0.483
H 1.258 -1.876 1.808
H 1.212 -3.242 0.227
H -0.819 -1.021 3.027
H 1.464 0.747 4.039
H -0.691 0.029 -3.265
H -0.208 0.230 -1.881
H -0.416 -1.340 -1.657
H 0.919 1.873 0.881
H 1.906 2.122 -3.266
H -0.562 -3.085 -1.383
H -1.598 -0.927 4.253
H 3.063 1.533 -1.539
H -3.239 -0.935 -3.131
```

The calculation puts the molar mass at 297.3 g mol⁻¹. The value obtained for the LUMO energy is 0.21 eV. The spin multiplicity is 1. The orbital gap is 0.34714 Ha. As for the total energy: -1166.68195 a.u. The calculation puts the highest occupied orbital energy at -9.24 eV.

(5)
C22H19N3O2SeTi | wB97M-V/def2-TZVPD

```
48
Properties=species:S:1:pos:R:3
Se 3.321 2.649 0.974
Ti 1.615 -0.115 0.776
O 2.587 -0.738 2.307
O 4.293 -1.887 3.207
N 3.341 -1.175 -0.193
N 1.904 1.924 0.143
N 2.735 4.284 0.757
C 3.736 -1.421 2.260
C 4.340 -1.498 0.858
C -1.377 -0.695 3.702
C -0.813 3.899 -1.259
C -0.898 -1.937 3.280
C -0.126 2.771 -0.946
C 0.147 -1.139 -0.254
C 1.581 4.231 0.116
C 0.815 5.387 -0.234
C -4.098 -2.587 -2.969
C -1.038 0.173 1.485
C -1.821 -1.927 -3.327
C -3.897 -2.519 -1.596
C -0.274 -1.433 -1.487
C -2.664 -2.151 -1.087
C -3.057 -2.291 -3.836
C -0.477 -2.121 1.979
C -1.608 -1.847 -1.949
C -0.565 -1.075 1.040
C 1.095 2.914 -0.230
C -0.350 5.209 -0.897
C -1.447 0.356 2.808
H -1.829 1.318 3.123
H 1.194 6.363 0.034
H -0.460 1.787 -1.250
H -1.175 0.978 0.771
H -5.064 -2.876 -3.361
H -4.706 -2.759 -0.919
H -1.006 -1.703 -4.005
H 2.888 -2.028 -0.512
H 5.134 -0.750 0.820
H -0.077 -3.079 1.669
H -1.690 -0.559 4.728
H 4.803 -2.472 0.713
H -2.526 -2.114 -0.016
H 0.449 -1.342 -2.297
H -0.953 6.060 -1.182
H -0.835 -2.757 3.983
H -3.206 -2.348 -4.906
H -1.740 3.823 -1.812
H 3.803 -0.786 -1.009
```

Its charge is +1. The calculation puts the molar mass at 484.2 g mol⁻¹. The value obtained for the LUMO energy (spin up / spin down) is -4.57 / -4.62 eV. The spin multiplicity is 2. The orbital gap (spin up / spin down) is 0.24304 / 0.24513 Ha. As for the total energy: -4415.19601 a.u. The calculation puts the highest occupied orbital energy (spin up / spin down) at -11.18 / -11.29 eV.

(6)
C14H27AuN4OP | wB97M-V/def2-TZVPD

```
48
Properties=species:S:1:pos:R:3
Au -0.324 0.292 0.050
P 0.442 -2.534 -0.525
O -3.907 -0.706 -0.896
N -0.279 0.144 -2.078
N -0.113 0.266 2.108
N 0.127 2.766 -0.669
N -0.038 0.091 4.575
C -0.879 -2.962 0.553
C -1.131 0.742 5.312
C -0.293 1.353 -2.694
C 1.580 -3.919 -0.713
C 0.408 0.372 -4.693
C -0.543 3.583 0.347
C -0.005 0.131 3.276
C 1.528 3.138 -0.798
C 1.007 -0.593 5.351
C 0.078 1.515 -4.010
C -0.176 -1.009 -2.830
C 0.312 -0.862 -4.112
C 0.117 -2.442 -2.305
C -0.605 2.639 -1.944
H 0.816 0.450 -5.676
H -1.814 -2.530 0.223
H -4.041 -1.652 -1.278
H -2.099 0.304 5.034
H 1.993 -0.157 5.139
H 0.757 -0.470 6.408
H -1.672 2.707 -1.696
H -0.413 3.566 -2.519
H 0.678 -1.698 -4.692
H 2.032 2.481 -1.510
H 2.152 -4.259 0.152
H -0.802 -2.601 1.573
H -0.521 4.664 0.121
H 2.294 -3.668 -1.506
H 1.636 4.185 -1.133
H 1.049 -1.661 5.093
H 1.220 -1.482 -0.059
H -0.937 0.591 6.377
H -1.582 3.257 0.443
H -1.168 1.813 5.076
H -0.133 -3.412 -2.741
H 2.016 3.041 0.178
H 1.034 -4.770 -1.133
H 0.143 2.508 -4.458
H -0.056 3.423 1.316
H 1.207 -2.610 -2.650
H -1.097 -4.024 0.611
```

Its charge is +2. The calculation puts the molar mass at 495.3 g mol⁻¹. The value obtained for the LUMO energy (spin up / spin down) is -5.30 / -9.22 eV. The spin multiplicity is 4. The orbital gap (spin up / spin down) is 0.18629 / 0.19203 Ha. As for the total energy: -1320.12325 a.u. The calculation puts the highest occupied orbital energy (spin up / spin down) at -10.37 / -14.44 eV.

(7)
C4H14N2O | wB97M-V/def2-TZVPD

```
21
Properties=species:S:1:pos:R:3
O 1.747 1.367 -1.163
N -1.660 -0.552 -1.547
N 1.003 -0.343 1.307
C 1.947 -1.307 0.795
C -1.267 0.556 0.691
C -1.690 0.722 -0.801
C -0.379 -0.652 1.036
H -2.185 0.563 1.272
H 1.090 1.121 -0.494
H 1.650 -2.328 1.044
H -1.221 -0.404 -2.454
H 1.175 0.021 2.224
H -2.642 1.225 -0.939
H -0.936 1.370 -1.253
H 2.991 -1.113 1.063
H -2.595 -0.811 -1.803
H -0.451 -1.361 0.212
H 2.044 -1.226 -0.296
H -0.859 -1.227 1.845
H 1.601 2.311 -1.305
H -0.703 1.430 1.022
```

The calculation puts the molar mass at 106.2 g mol⁻¹. The value obtained for the LUMO energy is 0.95 eV. The spin multiplicity is 1. The orbital gap is 0.34590 Ha. As for the total energy: -345.51625 a.u. The calculation puts the highest occupied orbital energy at -8.47 eV.

(8)
C5H6O | wB97M-V/def2-TZVPD

```
12
Properties=species:S:1:pos:R:3
O -1.029 -1.316 -0.515
C -1.133 -0.314 0.506
C 0.095 -1.100 0.325
C 0.434 1.134 -0.410
C 1.134 -0.209 -0.342
C -0.813 1.078 0.061
H 2.091 -0.164 0.190
H 0.908 2.017 -0.830
H -1.506 1.910 0.129
H -1.896 -0.522 1.253
H 0.382 -1.919 0.984
H 1.332 -0.595 -1.350
```

The calculation puts the molar mass at 82.1 g mol⁻¹. The value obtained for the LUMO energy is 1.17 eV. The spin multiplicity is 1. The orbital gap is 0.39120 Ha. As for the total energy: -269.29444 a.u. The calculation puts the highest occupied orbital energy at -9.48 eV.

(9)
C20H54F3O10S8Tl | wB97M-V/def2-TZVPD

```
96
Properties=species:S:1:pos:R:3
Tl -3.114 3.882 -1.972
S 0.097 -2.493 -6.156
S 0.676 2.699 -2.348
S -1.012 3.616 6.596
S -3.275 -5.497 -0.556
S -5.190 4.222 1.475
S 4.147 -2.990 0.128
S 2.636 1.102 3.483
S 3.646 -0.136 -5.236
F -2.132 -1.428 1.997
F -3.992 -0.217 1.754
F -2.301 0.456 2.980
O -1.414 4.929 5.944
O -3.068 -6.537 -1.615
O -5.038 4.098 -0.051
O 3.427 1.228 -5.962
O -1.222 -0.272 -0.315
O 2.730 0.517 2.062
O -2.475 1.710 -0.058
O 0.674 -1.180 -6.695
O 3.756 -3.365 -1.274
O -0.294 3.769 -1.754
C -6.921 4.823 1.779
C -2.098 -6.115 0.748
C -1.920 0.588 0.656
C 2.908 -3.440 1.376
C 0.986 -2.966 -4.584
C 5.519 -0.447 -5.025
C 1.198 0.172 4.092
C 3.064 0.117 -3.519
C 0.121 -0.838 0.005
C -2.672 -0.187 1.829
C 1.760 3.564 -3.566
C -2.220 3.465 8.031
C 0.771 -1.443 -1.262
C 0.902 -3.825 -7.076
C -1.690 2.269 5.589
C 1.946 2.372 -1.078
C -2.297 -4.061 -0.994
C 4.149 -1.200 0.353
C 1.559 2.589 3.179
C -5.406 2.485 1.934
H -4.804 1.808 1.328
H 0.556 2.336 2.836
H -2.455 -3.491 -1.910
H -2.609 2.581 5.092
H 5.903 0.203 -4.239
H 1.173 -4.723 -6.522
H -2.295 2.466 8.460
H 3.222 -0.728 0.028
H -3.146 3.766 7.542
H 0.700 -0.767 -2.114
H -2.508 -6.052 1.756
H -1.758 -7.144 0.628
H 1.404 3.232 4.045
H 0.691 0.624 4.945
H -2.490 -3.278 -0.260
H 5.519 -1.359 -4.427
H 2.869 2.890 -1.337
H -1.231 -4.268 -1.086
H -5.089 2.304 2.960
H 1.169 4.143 -4.276
H 2.020 -2.822 1.241
H 0.194 -1.510 0.860
H 2.519 -4.458 1.335
H -1.865 4.143 8.808
H -6.855 5.833 2.182
H 4.900 -0.886 -0.372
H -7.438 4.275 2.567
H 1.672 2.900 -0.164
H 0.152 -2.317 -1.464
H 1.764 -3.442 -7.623
H -1.020 2.210 4.732
H 2.143 1.317 -0.891
H 2.388 4.317 -3.091
H 0.536 -3.756 -3.982
H -1.017 0.967 1.134
H 1.114 -2.127 -3.900
H 1.978 -3.359 -4.805
H 3.712 0.928 -3.185
H 6.128 -0.376 -5.926
H 4.449 -0.748 1.299
H 3.423 -3.488 2.335
H -7.486 4.775 0.848
H 0.166 -4.205 -7.785
H 1.760 -1.822 -1.001
H 2.024 0.434 -3.446
H 0.755 0.011 0.262
H 1.399 -0.885 4.266
H 3.196 -0.793 -2.934
H 0.459 0.149 3.291
H 2.382 2.868 -4.129
H -6.488 2.355 1.905
H 2.065 3.154 2.396
H -1.709 1.334 6.148
H -1.163 -5.555 0.747
```

Its charge is +2. The calculation puts the molar mass at 972.6 g mol⁻¹. The value obtained for the LUMO energy is -11.19 eV. The spin multiplicity is 1. The orbital gap is 0.05635 Ha. As for the total energy: -5203.26861 a.u. The calculation puts the highest occupied orbital energy at -12.73 eV.

(10)
C16H40Br8N8O16 | wB97M-V/def2-TZVPD

```
88
Properties=species:S:1:pos:R:3
Br 0.785 -0.980 -1.484
Br 0.616 -6.891 3.000
Br -6.185 2.436 -4.674
Br 6.193 6.150 4.924
Br -0.289 -0.052 3.038
Br 4.511 -8.180 5.374
Br -1.698 3.752 -5.320
Br 6.551 1.574 4.177
O -6.750 -5.303 -2.813
O -6.813 4.456 5.452
O 1.343 -3.134 -9.390
O 5.168 -5.811 -4.390
O 4.467 -6.063 -2.336
O -8.395 3.322 4.498
O 1.178 9.718 0.161
O -5.954 -3.501 8.557
O 8.031 2.065 -4.108
O -3.040 6.336 1.505
O -5.637 -7.053 -3.468
O -4.755 5.558 0.455
O 1.172 -2.057 -11.193
O -5.390 -5.132 9.891
O 6.141 1.918 -3.025
O 2.096 9.384 -1.782
N -4.085 6.469 0.885
N 1.804 8.957 -0.643
N -5.129 -4.223 9.099
N -5.687 -5.936 -2.971
N 7.220 1.488 -3.356
N 1.271 -2.039 -10.005
N 4.446 -6.349 -3.551
N -7.354 3.443 5.051
C 3.093 -7.938 3.993
C 5.879 3.296 4.814
C -6.743 2.194 5.504
C -0.487 -0.366 1.061
C -4.251 2.285 -5.062
C 1.325 -0.791 -9.225
C 2.212 -6.682 4.155
C -4.506 7.843 0.351
C 2.243 7.647 -0.146
C 6.773 4.348 4.249
C -3.670 3.608 -5.456
C -4.458 -5.255 -2.521
C 3.423 -7.303 -4.088
C 7.688 0.251 -2.732
C -3.702 -4.027 8.684
C 0.914 -0.414 0.420
H -4.564 -4.878 -1.503
H -4.011 7.848 -0.620
H 2.437 -6.855 -3.963
H -3.684 -3.289 7.881
H 3.229 7.425 -0.554
H 1.872 -0.871 -8.286
H 2.414 -8.763 4.210
H -3.748 2.039 -4.126
H -3.032 -3.568 9.411
H -4.139 1.401 -5.689
H 3.519 -8.186 -3.456
H 2.315 7.675 0.942
H -3.395 -4.998 8.298
H 1.490 0.506 0.521
H 1.526 6.969 -0.610
H 1.552 -1.112 0.963
H -4.399 -4.430 -3.230
H -7.096 1.297 4.996
H -1.079 -1.261 0.869
H 8.373 0.555 -1.941
H 8.123 -0.286 -3.575
H 3.728 -7.552 -5.104
H 1.636 -0.001 -9.909
H -3.915 3.897 -6.478
H -5.656 2.195 5.425
H -3.585 -5.907 -2.480
H 3.542 -8.177 3.029
H -4.068 4.447 -4.885
H -4.113 8.581 1.050
H 6.864 -0.312 -2.296
H 6.783 4.264 3.162
H -1.151 0.329 0.547
H 5.847 3.227 5.901
H -5.593 7.821 0.278
H 4.806 3.404 4.659
H -7.172 2.148 6.505
H 1.928 -6.536 5.197
H 2.741 -5.785 3.832
H 0.304 -0.439 -9.084
H 7.803 4.160 4.550
```

The calculation puts the molar mass at 1239.8 g mol⁻¹. The value obtained for the LUMO energy is -0.35 eV. The spin multiplicity is 1. The orbital gap is 0.37880 Ha. As for the total energy: -22866.75942 a.u. The calculation puts the highest occupied orbital energy at -10.65 eV.